{
  "formula": "C4H11NOP",
  "method": "wB97M-V/def2-TZVPD",
  "largest_force_ha_per_bohr": 0.057,
  "charge": 1,
  "homo_lumo_gap_ev": 10.404,
  "de_lowest_kcal_mol": 35.2,
  "symbols": ["C", "C", "C", "C", "N", "O", "P", "H", "H", "H", "H", "H", "H", "H", "H", "H", "H", "H"],
  "xyz": [[0.016, 0.809, 0.435], [-0.299, 1.670, -0.815], [1.413, -1.504, -0.759], [-0.559, -0.451, -0.051], [0.008, -1.474, -0.568], [1.359, 0.805, 0.724], [-2.362, -0.585, 0.298], [-1.274, 1.387, -1.193], [-0.378, 2.720, -0.717], [0.672, 1.558, -1.374], [1.597, -1.615, -1.800], [1.805, -0.562, -0.485], [1.819, -2.445, -0.197], [-0.537, 1.027, 1.372], [-0.301, -2.363, -0.855], [1.610, 1.593, 1.263], [-2.563, 0.760, 0.351], [-2.657, -0.631, -1.152]]
}